Entry 1:
Entry from OMol25: a gas-phase ion, C4H7N2OS (charge +1) (ωB97M-V/def2-TZVPD).

As for the spin multiplicity: 1. For the energy above the lowest of the compared OMol25 structures with the same formula, charge and spin, the calculation gives 48.16 kcal/mol. The structure (SMILES) is [NH3+]COc1cnsc1. The charge is +1. The HOMO-LUMO gap comes out at 8.90 eV. Its LUMO energy is -4.09 eV.

Last columns: bonded neighbours and bond lengths (Å).
Element x y z (Å)
1 S -1.826 2.951 1.039  N3 1.621, C5 1.711
2 O 0.337 0.294 -0.825  C7 1.408, C8 1.500
3 N -1.070 1.955 2.070  S1 1.621, C6 1.309
4 N 1.446 -1.829 -0.561  C8 1.502, H11 1.028, H12 1.006, H13 1.054
5 C -1.245 2.097 -0.326  S1 1.711, C7 1.358, H9 1.080
6 C -0.351 1.036 1.477  N3 1.309, C7 1.426, H14 1.068
7 C -0.440 1.073 0.055  O2 1.408, C5 1.358, C6 1.426
8 C 0.097 -1.181 -0.694  O2 1.500, N4 1.502, H10 1.064, H15 1.188
9 H -1.160 2.433 -1.348  C5 1.080
10 H -0.442 -1.706 -1.447  C8 1.064
11 H 1.779 -1.336 0.278  N4 1.028
12 H 1.266 -2.819 -0.552  N4 1.006
13 H 2.106 -1.687 -1.369  N4 1.054
14 H -0.005 0.112 1.888  C6 1.068
15 H -0.493 -1.394 0.315  C8 1.188

Entry 2:
Entry from OMol25: 2 unconnected molecules or ions with the total composition C4H7N2P (ωB97M-V/def2-TZVPD).

As for the spin multiplicity: 1. For the energy above the lowest of the compared OMol25 structures with the same formula, charge and spin, the calculation gives 47.55 kcal/mol. The HOMO-LUMO gap comes out at 9.90 eV. Its LUMO energy is 0.67 eV.

Last columns: bonded neighbours and bond lengths (Å).
Element x y z (Å)
1 P 2.468 0.206 -0.662  C7 1.920, H8 1.403, H12 1.544
2 N -0.225 -0.064 0.056  C4 1.410, C5 1.350, C7 1.354
3 N -2.342 -0.765 0.003  C5 1.298, C6 1.431
4 C -1.011 1.004 -0.422  N2 1.410, C6 1.340, H10 1.128
5 C -1.102 -1.075 0.229  N2 1.350, N3 1.298, H9 1.073
6 C -2.283 0.584 -0.474  N3 1.431, C4 1.340, H14 1.079
7 C 1.019 0.019 0.584  P1 1.920, N2 1.354, H13 1.101
8 H 2.068 -0.902 -1.422  P1 1.403
9 H -0.885 -2.014 0.700  C5 1.073
10 H -0.601 2.049 -0.523  C4 1.128
11 H 1.208 1.240 1.345  no bonds
12 H 3.518 -0.759 -0.070  P1 1.544
13 H 1.336 -0.669 1.383  C7 1.101
14 H -3.168 1.145 -0.729  C6 1.079